<i>
Here is a molecular structure, C38H65N7O7PZr from the Open Molecules 2025 dataset. Energies are from the ωB97M-V functional and the def2-TZVPD basis.

The spin multiplicity is 1. The HOMO-LUMO gap is 2.80 eV. The charge is -1. The HOMO energy comes out at -0.90 eV.

CARTESIAN COORDINATES (ANGSTROEM)
Zr -0.13312 -0.66065 -0.69939
N -1.06427 1.72410 -1.82774
N -1.65295 1.36814 -3.05285
C -1.51934 0.01512 -3.44575
O -1.78601 -0.28984 -4.59207
O -1.17018 -0.76991 -2.48839
H -1.63402 2.42274 -1.36847
H -0.10263 2.04540 -1.92943
H -1.51812 2.00383 -3.82810
C 3.09694 -3.03386 3.13601
O 2.83730 -2.08311 2.10644
C 1.66015 -1.44747 2.08083
O 1.19081 -1.05133 1.02714
N 1.01789 -1.27515 3.26870
N -0.07384 -0.37931 3.30669
H 3.82330 -3.72563 2.71834
H 2.18561 -3.56721 3.40672
H 3.52523 -2.54785 4.01636
H 1.56287 -1.30920 4.11542
H 0.27684 0.53325 3.01697
H -0.69960 -0.65882 2.53228
C -2.29704 3.76471 1.87232
C -0.80559 3.55435 2.15712
C 0.01446 4.78372 1.74490
C -0.58720 3.22428 3.63826
C -0.34917 2.41297 1.34994
N 0.00079 1.53717 0.69438
H -2.65930 4.59576 2.47870
H -2.87368 2.87276 2.11789
H -2.46460 4.00691 0.82279
H -0.29526 5.63659 2.35081
H -0.14397 5.02586 0.69466
H 1.08123 4.61652 1.88892
H -0.94542 4.05916 4.24211
H 0.47148 3.07597 3.85347
H -1.13391 2.32710 3.93039
C -4.83412 0.38475 1.47830
C -4.22887 -0.86809 2.12742
C -3.35359 -0.32942 3.26173
C -5.36565 -1.69548 2.73433
P -3.11007 -1.75317 0.85281
N -1.78680 -0.96424 0.64816
C -4.08799 -1.93707 -0.76598
C -3.34580 -2.96657 -1.63187
C -4.04268 -0.59846 -1.53655
C -5.55309 -2.38077 -0.65789
C -2.77646 -3.50552 1.51470
C -1.54362 -4.06329 0.78763
C -2.41216 -3.43035 3.00470
C -3.92524 -4.51014 1.37502
H -5.23100 1.02678 2.27113
H -5.65630 0.15757 0.80701
H -4.07971 0.94716 0.92809
H -3.97038 0.30585 3.90598
H -2.55314 0.27881 2.84460
H -2.90751 -1.10178 3.88274
H -5.98370 -1.03830 3.35516
H -4.99934 -2.49256 3.37991
H -6.01524 -2.13958 1.98308
H -2.28365 -2.74509 -1.73965
H -3.78035 -2.94125 -2.63437
H -3.45629 -3.98433 -1.25641
H -3.14835 -0.02150 -1.30315
H -4.91856 0.01441 -1.34125
H -4.01628 -0.80403 -2.60791
H -5.68831 -3.31338 -0.11372
H -5.92963 -2.53904 -1.67292
H -6.18636 -1.62311 -0.20028
H -0.77550 -3.29998 0.65247
H -1.77427 -4.46261 -0.19642
H -1.11647 -4.87292 1.38659
H -1.59024 -2.74338 3.19668
H -2.08967 -4.42551 3.32383
H -3.25385 -3.14733 3.63520
H -4.18727 -4.70376 0.33717
H -4.82364 -4.19960 1.90776
H -3.60162 -5.46213 1.80748
C 5.63735 6.16442 -2.80574
C 4.90752 5.33253 -1.78353
C 4.51207 5.92465 -0.58371
C 3.80086 5.17939 0.34636
C 3.53012 3.84712 0.10509
C 3.93667 3.22238 -1.09072
N 3.60695 1.91077 -1.28410
C 4.35829 0.88046 -1.90223
C 5.71475 0.99097 -2.06108
C 6.48364 0.00890 -2.70718
C 5.80310 -1.11955 -3.17665
C 4.45220 -1.29335 -2.99906
C 3.63288 -0.32039 -2.30648
C 2.31263 -0.53616 -2.04775
O 1.63951 -1.68101 -2.49486
O 1.47898 0.30993 -1.34898
C 4.60043 4.00037 -2.06352
C 4.89863 3.42451 -3.41989
H 5.92211 7.12819 -2.38388
H 5.01667 6.35332 -3.68521
H 6.53977 5.66248 -3.15891
H 4.76246 6.95998 -0.38581
H 3.48641 5.63386 1.28040
H 3.02360 3.24134 0.84920
H 2.79146 1.57610 -0.78885
H 6.19877 1.88891 -1.68523
H 7.54955 0.13252 -2.84155
H 6.35549 -1.89151 -3.70566
H 3.96259 -2.17823 -3.38354
H 4.35287 2.49618 -3.57715
H 5.95897 3.19233 -3.55181
H 4.61464 4.13546 -4.19834
C 0.32029 -3.84110 -3.28789
O 0.01435 -3.28883 -2.01871
C 1.01267 -2.46304 -1.42175
C 2.09544 -3.30854 -0.77796
H -0.48903 -4.53420 -3.52291
H 1.26824 -4.38929 -3.28020
H 0.36643 -3.06276 -4.05105
H 2.54233 -3.98804 -1.51125
H 1.68767 -3.90040 0.04784
H 2.88677 -2.65937 -0.40341

Atomic partial charges in e from the Mulliken method, atoms 1 to 4: Zr 0.168; N -0.138; N -0.412; C -0.019

<ii>
Here is a molecular structure, C38H65N7O7PZr from the Open Molecules 2025 dataset. Energies are from the ωB97M-V functional and the def2-TZVPD basis.

The spin multiplicity is 1. The HOMO-LUMO gap is 6.00 eV. The charge is -1. The HOMO energy comes out at -3.45 eV.

CARTESIAN COORDINATES (ANGSTROEM)
Zr 0.86572 -0.50071 -0.02299
N 2.88051 0.82762 0.60895
N 2.51773 1.48090 1.80883
C 1.25913 1.20457 2.38814
O 1.14171 1.42711 3.58535
O 0.33047 0.79361 1.57320
H 3.48358 0.03415 0.77984
H 3.31670 1.48948 -0.00544
H 3.23001 1.54708 2.51156
C -2.87358 0.73846 1.71574
O -3.07256 -0.61812 1.26277
C -2.28321 -1.05728 0.28859
O -1.41552 -0.36840 -0.25835
N -2.62469 -2.30363 -0.05013
N -1.80991 -3.14474 -0.82260
H -3.39580 0.79594 2.66725
H -3.31612 1.43262 1.00177
H -1.81872 0.95047 1.84564
H -3.26661 -2.76791 0.56379
H -0.95741 -3.29700 -0.29175
H -1.49374 -2.62323 -1.63305
C 2.08346 -1.94105 -4.60715
C 0.77393 -2.55928 -4.07575
C 0.90607 -4.08305 -3.98912
C -0.33042 -2.23673 -5.09357
C 0.22910 -2.07211 -2.71876
N 0.96386 -1.86222 -1.66141
H 2.05193 -1.87541 -5.70037
H 2.95661 -2.53446 -4.34548
H 2.23479 -0.93278 -4.21990
H 1.10012 -4.49899 -4.98415
H -0.01533 -4.53255 -3.60133
H 1.73198 -4.37184 -3.33279
H -0.12260 -2.72245 -6.05577
H -0.39389 -1.15550 -5.26245
H -1.30058 -2.57153 -4.71955
C -2.22377 2.65265 -1.64013
C -1.26539 2.41886 -2.81997
C -1.57344 0.99829 -3.33809
C -1.58139 3.44016 -3.91611
P 0.50089 2.42292 -2.11853
N 0.85066 1.11952 -1.37936
C 0.67379 3.96922 -1.02049
C 2.17904 4.15795 -0.76457
C 0.04786 3.66467 0.36259
C 0.10138 5.28569 -1.54829
C 1.71041 2.62037 -3.58097
C 3.09348 2.13873 -3.09889
C 1.28126 1.61936 -4.66722
C 1.84349 4.00893 -4.20778
H -3.23996 2.40166 -1.96366
H -2.23386 3.69078 -1.31159
H -1.96975 2.01008 -0.79494
H -2.65618 0.82784 -3.29905
H -1.10137 0.22193 -2.73565
H -1.26597 0.86507 -4.37386
H -2.65203 3.37438 -4.14591
H -1.04302 3.24031 -4.84129
H -1.37376 4.46728 -3.62055
H 2.61958 3.23781 -0.37795
H 2.31216 4.93024 0.00129
H 2.72519 4.47647 -1.65345
H 0.11111 2.60800 0.61193
H -0.99467 3.97390 0.42163
H 0.59386 4.21415 1.13849
H 0.49750 5.57246 -2.52242
H 0.36523 6.07946 -0.83797
H -0.98606 5.26444 -1.61171
H 2.98171 1.23148 -2.50512
H 3.61298 2.88887 -2.49899
H 3.72268 1.91521 -3.96852
H 1.03655 0.64931 -4.23206
H 2.11024 1.47579 -5.36976
H 0.42425 1.96668 -5.24112
H 2.31626 4.72969 -3.53815
H 0.88199 4.41724 -4.52531
H 2.47754 3.93126 -5.10116
C -3.80166 0.72284 6.89473
C -3.79310 -0.42692 5.91524
C -4.97154 -1.12216 5.66394
C -4.99832 -2.16976 4.75350
C -3.82727 -2.55739 4.12634
C -2.63412 -1.88463 4.38005
N -1.46635 -2.30868 3.70146
C -0.25255 -2.57459 4.30998
C -0.20188 -2.98948 5.64939
C 1.00751 -3.25022 6.26243
C 2.20860 -3.09945 5.57363
C 2.16987 -2.67182 4.25965
C 0.96361 -2.41970 3.61393
C 1.00297 -1.87168 2.23463
O 2.00609 -1.24439 1.81997
O -0.02366 -1.97011 1.48264
C -2.61031 -0.78134 5.24515
C -1.35506 0.04152 5.41630
H -4.75077 0.76263 7.43062
H -3.66127 1.68253 6.38939
H -2.99656 0.62824 7.62697
H -5.87990 -0.83097 6.18179
H -5.92505 -2.69538 4.55123
H -3.81273 -3.39916 3.44193
H -1.41712 -2.18340 2.70217
H -1.13153 -3.10622 6.19439
H 1.01611 -3.57901 7.29589
H 3.15436 -3.29847 6.06145
H 3.07989 -2.51327 3.69662
H -0.69302 -0.03698 4.55393
H -0.77834 -0.27065 6.29336
H -1.60149 1.09513 5.54420
C 1.97588 -4.24136 -0.56288
O 2.23512 -2.93989 -0.09941
C 2.29066 -1.88893 -1.10263
C 3.56198 -2.00298 -1.86870
H 1.78129 -4.86029 0.31300
H 2.83041 -4.66202 -1.10343
H 1.09808 -4.27158 -1.21422
H 3.62456 -2.90509 -2.48279
H 4.38224 -2.03856 -1.14619
H 3.71723 -1.13647 -2.51449

Atomic partial charges in e from the Mulliken method, atoms 1 to 4: Zr -1.314; N -0.289; N -0.135; C -0.229

Which one is most stable, and which one is least stable? <ii> is the most stable of them, while <i> is the least stable.

<i>
Here is a gas-phase ion, C3H5N2OS (charge +1) from the Open Molecules 2025 dataset. Energies are from the ωB97M-V functional and the def2-TZVPD basis.

The spin multiplicity is 1. The HOMO-LUMO gap is 9.57 eV. The charge is +1. The HOMO energy comes out at -14.80 eV. Its SMILES is CC=[N+]=NC(=O)S.

CARTESIAN COORDINATES (ANGSTROEM)
C -2.02239 0.22053 0.33991
C -0.89022 0.77621 -0.38362
N 0.24384 1.16418 0.06167
N 1.33392 1.07101 0.39729
C 1.68201 -0.63874 -0.06129
O 0.72156 -1.28603 -0.24039
S 3.35787 -0.72072 0.12005
H -1.74717 0.33152 1.39718
H -2.22299 -0.86867 0.23637
H -2.84219 0.88613 0.00279
H -1.15842 0.99199 -1.42212
H 3.54419 -1.92742 -0.44785

Atomic partial charges in e from the Mulliken method, atoms 1 to 4: C -0.884; C 0.177; N 0.331; N -0.405

<ii>
Here is a gas-phase ion, C3H5N2OS (charge +1) from the Open Molecules 2025 dataset. Energies are from the ωB97M-V functional and the def2-TZVPD basis.

The spin multiplicity is 1. The HOMO-LUMO gap is 9.07 eV. The charge is +1. The HOMO energy comes out at -14.06 eV.

CARTESIAN COORDINATES (ANGSTROEM)
C -0.64118 0.12942 -0.06888
C 2.14941 0.06101 -0.77083
C 0.30196 -1.10914 0.24175
N -0.08173 1.14630 -0.59485
N -1.83806 0.15802 0.57273
O 1.77032 -0.88507 -0.08812
S 2.98571 1.07119 -1.55918
H 0.16828 -1.20590 1.28791
H 0.19289 -2.08251 -0.22325
H -0.42584 2.11132 -0.79372
H -2.32744 -0.45175 1.26159
H -2.25432 1.05710 0.73487

Atomic partial charges in e from the Mulliken method, atoms 1 to 4: C 0.665; C 0.799; C -0.490; N -0.556

Which one is most stable, and which one is least stable? <ii> is the most stable of them, while <i> is the least stable.